{"formula": "C64H137N7O8", "method": "ωB97M-V/def2-TZVPD", "de_lowest_ev": 0.753, "e_homo_ev": -7.973, "smiles": "CC1(C)CCCC(C)(C)N1O.CC1(C)CCCC(C)(C)N1O.CC1(C)CCCC(C)(C)N1O.CC1(C)CCCC(C)(C)N1O.CC1(C)CCCC(C)(C)N1O.CC1(C)CCCC(C)(C)N1O.CC1(C)CCCC(C)(C)N1O.CO", "symbols": ["C", "O", "H", "H", "H", "H", "C", "C", "C", "C", "C", "C", "N", "O", "C", "C", "C", "H", "H", "H", "H", "H", "H", "H", "H", "H", "H", "H", "H", "H", "H", "H", "H", "H", "H", "H", "C", "C", "C", "C", "C", "C", "N", "O", "C", "C", "C", "H", "H", "H", "H", "H", "H", "H", "H", "H", "H", "H", "H", "H", "H", "H", "H", "H", "H", "H", "C", "C", "C", "C", "C", "C", "N", "O", "C", "C", "C", "H", "H", "H", "H", "H", "H", "H", "H", "H", "H", "H", "H", "H", "H", "H", "H", "H", "H", "H", "C", "C", "C", "C", "C", "C", "N", "O", "C", "C", "C", "H", "H", "H", "H", "H", "H", "H", "H", "H", "H", "H", "H", "H", "H", "H", "H", "H", "H", "H", "C", "C", "C", "C", "C", "C", "N", "O", "C", "C", "C", "H", "H", "H", "H", "H", "H", "H", "H", "H", "H", "H", "H", "H", "H", "H", "H", "H", "H", "H", "C", "C", "C", "C", "C", "C", "N", "O", "C", "C", "C", "H", "H", "H", "H", "H", "H", "H", "H", "H", "H", "H", "H", "H", "H", "H", "H", "H", "H", "H", "C", "C", "C", "C", "C", "C", "N", "O", "C", "C", "C", "H", "H", "H", "H", "H", "H", "H", "H", "H", "H", "H", "H", "H", "H", "H", "H", "H", "H", "H"], "positions_angstrom": [[16.357, 16.393, 16.756], [17.352, 16.367, 15.688], [16.148, 15.361, 17.037], [16.701, 16.896, 17.660], [15.415, 16.799, 16.386], [17.702, 17.259, 15.620], [15.673, 19.553, 14.850], [16.829, 20.225, 14.192], [16.724, 21.819, 14.361], [17.364, 22.364, 15.681], [18.793, 21.888, 15.797], [18.971, 20.387, 15.738], [18.154, 19.744, 14.665], [18.434, 18.409, 14.434], [20.468, 20.193, 15.459], [18.555, 19.740, 17.112], [16.651, 19.931, 12.683], [14.753, 19.873, 14.361], [15.592, 19.781, 15.913], [15.763, 18.467, 14.832], [17.079, 22.195, 13.402], [15.693, 22.127, 14.540], [16.784, 22.026, 16.540], [17.293, 23.450, 15.746], [19.160, 22.216, 16.770], [19.274, 22.410, 14.971], [20.790, 19.152, 15.416], [20.682, 20.640, 14.488], [21.086, 20.737, 16.173], [18.402, 18.663, 17.173], [19.203, 20.025, 17.940], [17.533, 20.039, 17.346], [16.578, 18.875, 12.426], [17.449, 20.421, 12.125], [15.768, 20.407, 12.257], [19.068, 18.453, 13.715], [16.029, 12.563, 9.123], [15.579, 12.968, 10.601], [16.729, 12.300, 11.407], [16.671, 12.663, 12.861], [16.588, 14.183, 13.045], [15.530, 14.926, 12.162], [15.541, 14.408, 10.788], [14.710, 15.075, 9.951], [14.139, 14.805, 12.865], [15.955, 16.440, 12.136], [14.254, 12.186, 10.875], [16.108, 11.481, 9.020], [17.017, 12.961, 8.891], [15.251, 12.875, 8.426], [16.775, 11.212, 11.370], [17.674, 12.603, 10.956], [17.487, 12.285, 13.476], [15.806, 12.149, 13.280], [17.600, 14.586, 13.075], [16.167, 14.270, 14.046], [13.380, 15.070, 12.128], [13.851, 13.873, 13.350], [14.029, 15.510, 13.689], [16.172, 16.843, 13.125], [16.858, 16.555, 11.535], [15.164, 17.036, 11.681], [13.990, 12.228, 11.932], [14.320, 11.130, 10.612], [13.446, 12.576, 10.255], [15.321, 15.728, 9.601], [20.189, 15.824, 17.518], [20.738, 14.395, 17.297], [20.105, 13.766, 16.012], [20.544, 14.330, 14.689], [22.084, 14.209, 14.589], [22.789, 14.852, 15.760], [22.198, 14.380, 17.062], [22.853, 14.878, 18.154], [24.250, 14.386, 15.702], [22.853, 16.383, 15.585], [20.364, 13.532, 18.471], [20.519, 16.225, 18.476], [19.110, 15.812, 17.676], [20.478, 16.479, 16.696], [20.286, 12.691, 16.024], [19.019, 13.817, 16.089], [20.202, 15.363, 14.626], [20.001, 13.794, 13.911], [22.350, 14.741, 13.675], [22.306, 13.151, 14.457], [24.786, 14.556, 16.635], [24.277, 13.314, 15.508], [24.849, 14.930, 14.970], [21.943, 16.857, 15.216], [23.277, 16.897, 16.448], [23.582, 16.717, 14.847], [20.811, 13.811, 19.426], [20.707, 12.523, 18.245], [19.289, 13.554, 18.654], [23.234, 14.087, 18.543], [18.415, 18.522, 22.402], [17.697, 17.360, 21.758], [18.684, 16.687, 20.806], [19.722, 15.865, 21.539], [19.043, 14.806, 22.386], [17.977, 15.408, 23.352], [17.086, 16.377, 22.684], [16.104, 16.873, 23.508], [17.075, 14.256, 23.774], [18.684, 15.943, 24.568], [16.570, 17.885, 20.834], [18.652, 19.257, 21.633], [19.288, 18.220, 22.981], [17.829, 19.078, 23.134], [18.074, 15.984, 20.238], [19.156, 17.417, 20.149], [20.354, 16.484, 22.176], [20.424, 15.400, 20.846], [19.811, 14.254, 22.929], [18.677, 13.993, 21.759], [17.679, 13.357, 23.892], [16.426, 14.475, 24.622], [16.399, 13.976, 22.966], [17.921, 16.263, 25.277], [19.324, 15.156, 24.967], [19.384, 16.769, 24.437], [16.975, 18.329, 19.925], [15.902, 18.618, 21.287], [15.972, 17.068, 20.431], [15.300, 16.799, 22.989], [10.344, 14.822, 13.501], [10.370, 16.199, 14.105], [11.284, 16.131, 15.360], [11.772, 17.520, 15.878], [12.495, 18.219, 14.696], [11.573, 18.428, 13.448], [10.894, 17.127, 13.059], [10.185, 17.239, 11.866], [10.503, 19.498, 13.744], [12.461, 18.920, 12.312], [8.973, 16.692, 14.622], [9.854, 14.181, 14.233], [11.340, 14.449, 13.259], [9.815, 14.769, 12.550], [10.756, 15.615, 16.162], [12.193, 15.540, 15.255], [12.554, 17.362, 16.621], [11.013, 18.134, 16.362], [13.380, 17.632, 14.448], [12.703, 19.184, 15.158], [9.770, 19.647, 12.952], [9.927, 19.426, 14.667], [11.069, 20.429, 13.723], [13.265, 18.228, 12.063], [11.794, 19.183, 11.492], [12.989, 19.802, 12.675], [8.283, 16.496, 13.801], [8.959, 17.720, 14.984], [8.530, 16.159, 15.463], [10.754, 16.698, 11.313], [13.749, 15.537, 18.737], [12.551, 15.264, 19.698], [11.696, 14.162, 19.003], [10.782, 13.252, 19.873], [11.634, 12.803, 21.114], [12.276, 13.942, 21.885], [13.123, 14.736, 20.971], [13.920, 15.666, 21.612], [11.298, 14.884, 22.650], [13.100, 13.248, 22.937], [11.781, 16.639, 19.725], [14.574, 14.829, 18.823], [14.244, 16.466, 19.020], [13.381, 15.543, 17.711], [11.108, 14.636, 18.218], [12.427, 13.505, 18.531], [10.318, 12.364, 19.444], [9.938, 13.855, 20.209], [12.388, 12.092, 20.775], [10.931, 12.283, 21.764], [11.785, 15.789, 23.014], [10.498, 15.175, 21.968], [10.722, 14.436, 23.459], [13.560, 13.952, 23.630], [12.515, 12.562, 23.551], [13.859, 12.624, 22.466], [11.776, 16.995, 18.695], [12.203, 17.379, 20.406], [10.738, 16.451, 19.981], [14.759, 15.201, 21.623], [17.133, 8.658, 17.576], [17.815, 9.914, 18.040], [17.680, 10.996, 16.895], [16.300, 11.457, 16.773], [15.809, 12.105, 18.119], [16.078, 11.329, 19.411], [17.316, 10.496, 19.297], [17.646, 9.747, 20.460], [16.249, 12.373, 20.499], [14.806, 10.514, 19.630], [19.388, 9.656, 18.191], [16.066, 8.800, 17.746], [17.328, 7.817, 18.241], [17.372, 8.382, 16.549], [18.315, 11.828, 17.198], [18.019, 10.551, 15.959], [15.554, 10.815, 16.304], [16.294, 12.206, 15.980], [14.768, 12.372, 17.937], [16.261, 13.082, 18.288], [17.140, 12.976, 20.325], [15.356, 12.998, 20.481], [16.249, 11.831, 21.445], [14.593, 9.704, 18.932], [14.965, 10.031, 20.595], [13.927, 11.158, 19.611], [19.632, 9.059, 19.070], [19.974, 10.574, 18.160], [19.951, 9.215, 17.368], [18.556, 9.988, 20.647]], "atomic_forces_ev_per_a": [[0.655, -0.771, -1.029], [-1.217, -0.308, 1.485], [0.122, -0.119, -0.069], [0.048, 0.292, -0.053], [-0.068, 0.331, 0.134], [0.260, 0.085, -0.374], [-0.577, -0.401, 1.156], [0.218, 0.767, -0.385], [0.134, -1.096, 1.340], [-0.202, -0.787, -0.821], [-1.109, 0.734, 0.086], [-0.290, -1.938, 0.556], [0.130, 3.026, -0.382], [0.016, 0.032, 0.014], [-0.064, -0.236, -0.476], [-0.504, 0.445, -0.065], [0.545, 0.553, -0.303], [-0.029, -0.219, 0.083], [-0.027, 0.308, 0.178], [-0.065, -0.099, -0.419], [0.299, 0.680, 0.414], [-0.380, -0.451, -0.872], [-0.242, -0.295, -0.056], [0.150, 0.086, -0.309], [0.514, 0.113, -0.153], [0.731, -0.285, 0.113], [-0.087, -0.058, 0.219], [0.025, -0.015, -0.161], [-0.133, -0.142, 0.229], [0.812, -0.298, -0.659], [0.072, 0.100, -0.017], [-0.043, 0.637, 0.139], [0.259, 0.080, 0.216], [0.416, -0.322, -0.056], [-0.386, 0.025, 0.449], [0.131, -0.429, -0.201], [-0.990, 0.694, 0.730], [0.493, -2.823, -1.628], [0.493, 0.528, 0.495], [-0.284, 0.477, 0.144], [-1.054, -0.776, 0.614], [0.507, 0.188, 1.119], [2.674, -1.590, 2.083], [-1.253, 0.779, -0.986], [-0.077, 0.600, -0.287], [-0.513, -0.905, -0.347], [0.173, 0.516, -0.001], [-0.103, -0.052, 0.337], [-0.200, 0.355, -0.131], [0.282, 0.244, -0.273], [-0.673, -0.106, -0.613], [0.151, 0.367, 0.080], [0.366, -0.066, -0.256], [-0.375, 0.221, 0.144], [-0.155, 0.396, -0.429], [0.413, 0.592, 0.290], [-0.200, -0.045, 0.042], [0.440, -0.450, -0.467], [0.291, 0.412, -0.114], [-0.124, -0.306, 0.157], [0.102, -0.088, -0.078], [-0.046, 0.100, 0.011], [-0.210, 0.115, -0.107], [0.398, -0.008, -0.041], [-0.125, 0.261, 0.191], [-0.325, 0.253, -0.535], [0.013, -0.291, 0.428], [-0.305, 1.100, -1.587], [-0.548, -0.262, 0.933], [0.379, 0.203, 0.590], [-1.967, 0.308, -0.787], [0.896, 0.635, 0.590], [-0.949, -1.376, -1.929], [0.882, 0.827, 1.093], [0.326, -0.412, 0.648], [0.185, 0.726, -0.225], [0.376, -0.574, 0.389], [0.668, 0.108, -0.115], [-0.192, -0.137, -0.618], [-0.294, 0.113, 0.210], [0.420, -0.195, 0.051], [-0.195, 0.338, 0.165], [0.140, 0.226, -0.091], [0.301, -0.072, -0.267], [0.520, -0.115, -0.054], [0.316, -0.001, 0.228], [-0.217, 0.058, 0.202], [0.168, -0.021, -0.085], [-0.330, -0.175, -0.337], [-0.300, -0.067, 0.527], [-0.654, -0.148, 0.529], [0.154, -0.677, -0.496], [0.248, 0.293, -0.147], [-0.242, -0.183, 0.178], [-0.123, -0.162, -0.274], [0.231, 0.079, 0.249], [-0.123, 0.859, 0.867], [-0.871, 0.732, -0.285], [-0.117, -1.049, 0.582], [0.341, -0.058, 0.060], [0.036, 0.225, -0.296], [-0.279, -0.618, -0.427], [1.896, -1.259, -2.638], [-0.103, 0.892, 0.964], [-0.270, -0.621, -0.271], [0.356, 0.321, 0.774], [-0.082, 0.003, -0.173], [0.412, -0.059, -0.020], [0.233, 0.024, -0.478], [-0.504, -0.182, -0.010], [0.089, -0.071, -0.556], [-0.242, 0.090, -0.020], [-0.043, 0.234, 0.094], [-0.076, -0.051, -0.164], [-0.026, 0.282, 0.674], [-0.762, 0.287, -0.327], [0.006, -0.021, 0.675], [0.358, -0.058, 0.224], [-0.024, 0.244, -0.296], [0.223, -0.053, 0.297], [-0.342, -0.189, 0.405], [-0.237, 0.151, -0.453], [0.354, 0.366, 0.120], [0.036, -0.044, 0.195], [-0.116, -0.265, 0.360], [-0.350, -0.098, 0.010], [-0.532, -0.484, -0.168], [-0.226, 1.357, 0.493], [0.455, 1.212, 0.633], [0.451, -1.133, -1.193], [-2.169, -0.096, 0.758], [-1.008, -1.159, 0.678], [2.999, 0.325, 2.186], [-0.422, -0.251, 0.204], [0.577, 0.931, -0.395], [-0.338, 0.166, 0.358], [-0.182, -0.771, -0.497], [0.035, -0.411, -0.197], [0.152, 0.114, 0.403], [-0.423, 0.154, 0.150], [-0.395, -0.044, -0.135], [0.078, -0.114, -0.686], [-0.088, -0.118, 0.249], [-0.207, 0.013, -0.309], [0.116, 0.256, -0.125], [0.673, 0.299, -0.757], [0.056, -0.537, -0.267], [0.448, -0.178, 0.088], [-0.180, 0.400, 0.483], [-0.374, -0.344, -0.264], [0.508, -0.027, -0.360], [-0.170, 0.313, -0.122], [-0.251, 0.673, -0.080], [0.152, 0.010, -0.617], [0.469, -0.629, 0.104], [-0.258, 0.038, -0.603], [0.135, -0.073, 0.763], [0.549, 0.445, -0.106], [-0.155, -0.946, 0.141], [1.197, 1.159, 1.394], [-1.836, 0.530, -1.295], [-0.467, 0.935, 1.058], [-1.199, -1.725, -1.546], [0.241, 0.633, 0.479], [-0.940, -0.282, -0.968], [1.072, -0.153, 0.450], [-0.292, -1.394, 0.263], [-0.335, -0.618, 0.010], [-0.323, 0.404, -0.311], [0.164, 0.262, -0.035], [0.121, 0.076, -0.124], [0.030, -0.128, -0.253], [0.437, 0.142, -0.690], [-0.106, 0.064, 0.255], [0.129, 0.077, 0.118], [0.248, -0.145, 0.319], [0.172, -0.166, -0.050], [0.054, 0.399, -0.215], [0.486, -0.382, 0.258], [0.201, 0.037, -0.072], [-0.361, 0.144, -0.134], [0.309, 0.094, 0.007], [0.075, 0.260, 0.114], [0.132, -0.114, -0.106], [-0.095, 0.195, 0.239], [0.589, 0.199, 0.136], [-0.890, -0.681, 1.014], [2.124, 0.604, -0.920], [0.812, -1.625, 1.476], [-1.559, 1.967, 0.122], [0.927, 0.304, -1.828], [-0.284, -0.839, -1.422], [0.544, 1.255, -0.763], [-0.944, -0.180, -0.402], [-0.516, -0.840, 0.254], [0.234, -0.711, 1.116], [-0.309, 0.514, -0.097], [-0.192, -0.009, -0.709], [0.460, -0.122, -0.038], [-0.090, 0.063, 0.065], [0.077, 0.084, -0.263], [0.334, 0.012, 0.045], [0.137, -0.950, 0.678], [0.045, 0.772, 0.149], [-0.291, -0.359, 0.661], [0.546, 0.153, -0.628], [0.018, -0.115, 0.178], [-0.058, 0.249, 0.087], [0.387, 0.370, 0.295], [0.418, 0.176, -0.335], [-0.655, -0.117, 0.272], [0.071, 0.044, 0.387], [-0.026, 0.096, 0.023], [-0.465, 0.539, 0.932], [-0.979, -0.890, -0.520], [0.078, 0.275, 0.077]]}